Entry 1:
The following is a quantum chemistry calculation of 14 unconnected molecules or ions with the total composition C71H145N3O25S11 at a distorted geometry, from the OMol25 dataset.

The value obtained for the HOMO energy is -7.708 eV. The spin multiplicity is 1. For the largest force on an atom, the calculation gives 4.4 eV/A. The gap between HOMO and LUMO is 7.49 eV. Its LUMO energy is -0.008 Eh. For the total energy, the calculation gives -250806.8959 eV.

Positions of all 255 atoms, in Å:
C 6.35282 3.87075 1.33233
C 6.08460 2.78241 2.33001
C 6.92819 3.07445 3.55712
S 6.86221 4.85189 3.79545
O 8.00068 5.30646 4.57609
O 5.47904 5.14848 4.21468
C 7.01146 5.10264 1.96939
H 5.54894 4.13803 0.64646
H 7.14700 3.39939 0.75336
H 6.14456 1.78594 1.89235
H 5.00338 2.87514 2.43221
H 7.98484 2.82833 3.45214
H 6.66399 2.58364 4.49382
H 8.09604 5.04917 1.87490
H 6.68372 6.11668 1.74048
C -8.35299 3.15972 -2.33686
C -7.65540 2.20922 -3.41177
C -6.04495 2.52581 -3.41734
S -5.84996 3.98399 -2.36561
O -5.94891 5.23503 -3.12675
O -4.68117 3.76485 -1.52127
C -7.34107 3.69821 -1.34962
H -9.23807 2.76705 -1.83629
H -8.74201 3.99453 -2.91982
H -8.14951 2.30120 -4.37898
H -7.83836 1.14068 -3.29835
H -5.58418 2.59345 -4.40285
H -5.59890 1.69160 -2.87584
H -7.64387 4.64819 -0.90920
H -7.05276 2.97394 -0.58777
C 0.48703 -9.41058 -2.31560
C 0.58202 -7.92274 -1.80497
C -0.55525 -7.22624 -2.41724
S -2.03580 -8.37241 -2.26322
O -2.85084 -8.16104 -3.47865
O -2.62371 -8.37759 -0.93039
C -0.97450 -9.89608 -2.38367
H 1.04205 -10.09756 -1.67676
H 0.97707 -9.49326 -3.28571
H 1.52303 -7.38746 -1.93169
H 0.37771 -7.91484 -0.73432
H -0.40676 -7.20366 -3.49684
H -0.95247 -6.26708 -2.08509
H -1.06873 -10.31170 -3.38691
H -1.44957 -10.60934 -1.71013
C -5.33692 -3.78434 -0.00044
C -5.94958 -3.83174 -1.37734
C -7.43520 -3.42486 -1.36434
S -7.58525 -2.32768 0.18358
O -8.63178 -2.93808 1.01515
O -7.75445 -0.90257 -0.14012
C -5.89531 -2.62588 0.80992
H -4.26474 -3.94114 -0.11842
H -5.59361 -4.59632 0.67993
H -5.85825 -4.85922 -1.72956
H -5.35538 -3.14477 -1.97993
H -7.98058 -4.33853 -1.12798
H -8.00227 -3.00421 -2.19476
H -5.90144 -2.51169 1.89391
H -5.46778 -1.68410 0.46587
C 1.98426 2.75004 6.20271
C 1.38730 2.01711 7.44970
C 0.96110 3.05638 8.48970
S 0.43081 4.62208 7.49089
O 1.16651 5.74076 8.00760
O -0.99010 4.53358 7.29348
C 1.17449 4.05394 5.93417
H 2.02372 2.06355 5.35697
H 2.93569 3.17385 6.52404
H 2.01759 1.20343 7.80855
H 0.39470 1.60191 7.27518
H 1.87569 3.38618 8.98252
H 0.29347 2.93582 9.34282
H 1.50553 4.90403 5.33763
H 0.31344 3.61554 5.42969
C -8.01013 3.21215 6.93926
C -8.51360 1.97998 6.16434
C -7.89722 1.89290 4.74953
S -6.52687 3.08560 4.70587
O -6.86845 4.05031 3.63941
O -5.23352 2.30525 4.60150
C -6.64220 3.69011 6.41716
H -8.17750 3.13820 8.01378
H -8.60600 4.06983 6.62712
H -9.58978 2.07614 6.02051
H -8.15525 1.04583 6.59681
H -8.61969 2.22897 4.00576
H -7.64777 0.84966 4.55587
H -6.34632 4.73883 6.38996
H -5.75967 3.26530 6.89545
C 1.13038 1.44350 -0.75228
C -0.13327 1.88082 0.13632
C -0.60343 0.66699 0.96087
S -0.63907 -0.72658 -0.25616
O -1.84017 -0.50808 -1.03295
O -0.39016 -2.00130 0.40053
C 0.88666 -0.07541 -1.07949
H 1.95835 1.58808 -0.05825
H 1.45689 2.01499 -1.62112
H -0.96209 2.17040 -0.50968
H 0.03138 2.72591 0.80477
H -1.54220 0.79028 1.50085
H 0.22208 0.36077 1.60342
H 0.78845 -0.16878 -2.16103
H 1.63722 -0.74647 -0.66183
C 6.76411 3.81935 -5.59930
C 7.73381 4.75078 -4.84670
C 7.11632 5.71719 -4.00351
S 5.31716 5.51726 -4.31492
O 4.87856 6.31614 -5.49710
O 4.71655 5.68149 -2.99668
C 5.47774 3.67116 -4.76459
H 7.16818 2.81599 -5.73381
H 6.50282 4.25065 -6.56565
H 8.30167 5.19417 -5.66464
H 8.42496 4.14838 -4.25718
H 7.29442 6.78963 -4.08256
H 7.39043 5.51584 -2.96794
H 4.58224 3.28158 -5.24876
H 5.65695 3.29783 -3.75632
C 4.49124 -5.23122 4.28605
C 5.57598 -4.16116 4.49412
C 5.06139 -2.80044 4.85467
S 3.58769 -2.76348 3.73707
O 3.96890 -2.15224 2.43220
O 2.39277 -2.25796 4.50225
C 3.41349 -4.58553 3.38064
H 4.11580 -5.42887 5.29008
H 4.88897 -6.18963 3.95236
H 6.19150 -4.03206 3.60387
H 6.21075 -4.48290 5.31973
H 5.73269 -1.96226 4.66783
H 4.68300 -2.87837 5.87391
H 3.67786 -4.72219 2.33205
H 2.40500 -4.99595 3.43157
C -2.69357 7.42435 3.84243
C -2.49305 8.93419 3.83809
C -1.25253 9.23400 2.96272
S -1.23983 7.97428 1.63557
O 0.02382 7.23517 1.67614
O -1.61868 8.61165 0.38091
C -2.60963 6.97185 2.40429
H -3.67695 7.27816 4.28933
H -1.96362 6.89035 4.45080
H -2.51095 9.25649 4.87919
H -3.28210 9.56976 3.43616
H -0.27873 9.00556 3.39586
H -0.97812 10.26683 2.74810
H -2.57016 5.94279 2.04711
H -3.47430 7.38710 1.88660
C -0.87069 6.14221 -4.56245
C -0.87517 7.23710 -5.60496
C -0.12441 6.66467 -6.84612
S -0.40578 4.81754 -6.86498
O 0.86726 4.03763 -6.79161
O -1.46226 4.53217 -7.84015
C -1.19695 4.79522 -5.17575
H -1.39174 6.42435 -3.64756
H 0.14773 6.09905 -4.17638
H -0.36975 8.14536 -5.27676
H -1.87986 7.47259 -5.95600
H 0.95707 6.75686 -6.74608
H -0.40092 6.97903 -7.85250
H -0.91365 3.84807 -4.71668
H -2.26164 4.58083 -5.26833
C -3.40693 -1.26724 7.51498
C -2.87700 -2.59317 6.94066
C -1.63751 -2.94870 7.82140
C -1.15077 -4.41547 7.59592
C -2.37698 -5.35677 7.93040
C -3.62835 -5.10215 7.04491
N -3.92483 -3.63297 7.14394
O -5.10266 -3.28971 6.46741
C -3.48572 -5.60989 5.60899
C -4.80730 -5.93922 7.68582
C -2.45275 -2.36450 5.44276
H -3.68015 -1.25774 8.57014
H -4.37315 -1.01167 7.08001
H -2.72307 -0.42495 7.41018
H -0.80143 -2.30391 7.55064
H -1.91133 -2.87739 8.87403
H -0.24042 -4.69687 8.12524
H -0.93548 -4.51870 6.53239
H -2.57631 -5.25421 8.99711
H -2.05555 -6.39501 8.01312
H -4.43545 -5.56331 5.07612
H -2.69095 -5.02217 5.14961
H -3.19984 -6.66105 5.57122
H -5.10894 -5.48461 8.62946
H -5.65054 -5.88481 6.99729
H -4.46170 -6.94926 7.90598
H -3.25264 -2.20192 4.72038
H -1.86076 -3.15644 4.98398
H -1.89232 -1.43660 5.32868
H -5.60777 -2.87978 7.17340
C 8.52255 -1.71690 -0.08487
C 8.61134 -1.62332 -1.58090
C 9.50531 -2.76026 -2.19487
C 8.77631 -4.05044 -2.53004
C 7.57736 -3.66681 -3.47652
C 6.58474 -2.75185 -2.81662
N 7.24589 -1.57031 -2.13082
O 6.44645 -0.46620 -1.71837
C 5.63421 -2.23944 -3.93756
C 5.64491 -3.52123 -1.89825
C 9.30140 -0.25146 -2.09859
H 9.52387 -1.83316 0.32979
H 7.90674 -2.55543 0.24028
H 8.03634 -0.89822 0.44567
H 9.74664 -2.44429 -3.20977
H 10.33897 -2.99930 -1.53459
H 8.38279 -4.56289 -1.65217
H 9.41286 -4.69045 -3.14101
H 6.94162 -4.52673 -3.68742
H 8.01217 -3.23672 -4.37878
H 4.89172 -1.50812 -3.61822
H 6.13858 -1.59120 -4.65414
H 5.28770 -3.15029 -4.42579
H 6.18216 -3.90006 -1.02880
H 4.97423 -2.75645 -1.50659
H 4.87400 -4.14036 -2.35702
H 8.68914 0.62642 -1.89231
H 9.45978 -0.26842 -3.17688
H 10.20652 -0.09747 -1.51109
H 5.96088 -0.84518 -0.98204
C -1.40647 -1.95491 -10.83098
C -1.20949 -2.27433 -9.28162
C -0.42394 -1.10284 -8.67847
C -0.56948 -1.08209 -7.15672
C -1.99503 -0.96811 -6.72702
C -2.75937 -2.19364 -7.20556
N -2.55804 -2.37403 -8.68052
O -3.38381 -3.31771 -9.29901
C -2.39244 -3.54235 -6.48712
C -4.22904 -1.81890 -6.98824
C -0.44178 -3.57026 -8.98350
H -0.43469 -1.65401 -11.22238
H -2.05653 -1.11519 -11.07676
H -1.85443 -2.84003 -11.28264
H 0.63009 -1.07769 -8.95502
H -0.82238 -0.11995 -8.93002
H -0.09524 -0.17594 -6.77978
H -0.09824 -1.93479 -6.66790
H -2.46748 -0.01483 -6.96398
H -1.92476 -0.95848 -5.63933
H -2.85455 -3.68323 -5.51003
H -2.59597 -4.45457 -7.04795
H -1.32001 -3.72127 -6.40970
H -4.50890 -0.99919 -7.64993
H -4.71760 -2.76999 -7.20002
H -4.31091 -1.53432 -5.93923
H 0.25622 -3.53071 -8.14725
H 0.22779 -3.78284 -9.81693
H -1.12533 -4.41579 -8.90638
H -4.19988 -2.89626 -9.57834

These are the Löwdin partial charges, in e, on atoms 1 to 4: -0.226, -0.237, -0.237, 0.702

Entry 2:
The following is a quantum chemistry calculation of a molecular structure, C36H53AsBr2DyGeN4OS2Se2Si3 at a distorted geometry, from the OMol25 dataset.

Its expectation value of S² is 9.335. As for the total charge: +1. The value obtained for the HOMO energy (spin up / spin down) is -9.086 / -9.086 eV. The spin multiplicity is 6. For the largest force on an atom, the calculation gives 4.1 eV/A. The gap between HOMO and LUMO (spin up / spin down) is 3.68 / 3.69 eV. Its LUMO energy (spin up / spin down) is -0.199 / -0.198 Eh. For the total energy, the calculation gives -503715.5551 eV.

Positions of all 106 atoms, in Å:
Dy -1.48415 1.83377 -2.67538
S -1.12183 1.90055 -0.09440
C -2.76957 1.58801 -0.28583
N -3.38000 1.64471 -1.50132
C -4.63285 1.03952 -1.47839
C -5.46111 0.75636 -2.60756
C -6.56537 -0.03310 -2.34060
C -7.00698 -0.39232 -1.05844
C -6.21292 -0.08752 0.05531
C -5.00634 0.57591 -0.15931
S -3.72948 0.94039 1.00815
H -5.27561 1.15908 -3.60072
H -7.13041 -0.30719 -3.26109
H -7.91598 -0.96132 -0.91710
H -6.49571 -0.44038 1.07853
Br -1.86582 -3.42944 -3.81588
C -0.63605 -2.17708 -4.49098
C 0.31464 -2.53906 -5.47249
C 1.39354 -1.79623 -5.82702
Br 2.56447 -2.35889 -7.16047
C 1.55982 -0.49930 -5.24191
C 2.63052 0.39752 -5.56096
C 2.59299 1.69389 -5.11280
C 1.64869 2.03544 -4.19376
N 0.65708 1.26464 -3.79553
C 0.56552 -0.02315 -4.31710
C -0.58231 -0.85203 -3.95117
O -1.52622 -0.32230 -3.25671
H 0.14322 -3.48283 -5.94254
H 3.31863 0.06447 -6.29584
H 3.35284 2.46299 -5.31322
H 1.68965 3.02622 -3.73782
C 4.07726 -2.78383 2.38116
Si 4.73836 -1.18584 1.62660
C 4.71907 -1.35856 -0.23602
C 6.55510 -1.03445 2.10957
As 3.37521 0.70974 2.21301
Si 4.95978 2.50513 2.62682
C 5.63688 2.80331 0.78386
C 4.17564 4.11646 3.14521
C 6.27979 2.09756 3.83704
Si 2.32500 0.50700 4.32866
C 2.59848 2.16151 5.11492
C 3.17618 -0.83912 5.28006
C 0.58767 -0.10944 3.82678
H 4.38556 -2.88730 3.39045
H 4.33395 -3.59401 1.73199
H 3.00299 -2.63777 2.47094
H 5.38947 -0.65007 -0.69723
H 3.66613 -1.14367 -0.44828
H 4.96973 -2.35531 -0.61707
H 7.07647 -1.59982 1.32092
H 6.85152 -1.39925 3.06963
H 7.01381 -0.07768 2.02807
H 5.70651 3.90404 0.58519
H 4.81174 2.45855 0.10056
H 6.62830 2.29223 0.53610
H 3.19365 4.08609 3.55883
H 4.13261 4.68815 2.23844
H 4.79623 4.64077 3.88625
H 5.79702 1.90194 4.77096
H 6.88904 3.03436 4.06544
H 6.88201 1.21792 3.63003
H 3.67215 2.29980 5.22085
H 2.18999 2.13594 6.15151
H 2.03151 2.95178 4.66676
H 4.22448 -0.59291 5.39991
H 3.09985 -1.81635 4.75976
H 2.68550 -1.03492 6.24778
H 0.09009 0.46755 3.03507
H 0.00674 -0.03672 4.74991
H 0.64344 -1.11353 3.46025
Se -1.89365 3.14479 -5.41769
N -1.90004 3.87841 -3.58503
C -1.38493 5.16374 -3.72051
C -1.47268 6.18369 -2.73750
C -0.84820 7.40892 -2.99165
C -0.33690 7.72566 -4.31932
C -0.10675 6.72148 -5.19513
C -0.76506 5.44930 -5.04424
N -0.73593 4.47133 -5.92027
H -1.87938 5.86004 -1.79845
H -0.64085 8.13217 -2.22193
H -0.04113 8.78641 -4.43909
H 0.58883 6.83878 -6.01753
C -6.30214 -3.97772 0.97273
Ge -5.26019 -4.70872 2.53313
C -5.86800 -6.40279 3.16783
C -5.10663 -3.48537 4.06669
C -3.33582 -5.13525 1.91653
Se -2.93664 -4.21843 0.16627
C -3.07293 -5.91966 -0.85268
H -7.33537 -3.74993 1.19819
H -6.37089 -4.81787 0.30191
H -5.88188 -3.09727 0.48868
H -6.73851 -6.23857 3.79603
H -5.11754 -6.95305 3.76922
H -6.17934 -7.04018 2.35161
H -4.48252 -2.63050 3.88758
H -4.59149 -4.00617 4.89853
H -6.03222 -3.03278 4.47483
H -3.21224 -6.24140 1.71313
H -2.52105 -4.87360 2.67295
H -2.74872 -5.70057 -1.87471
H -4.08084 -6.32481 -0.90946
H -2.41616 -6.62064 -0.35704

These are the Löwdin partial charges, in e, on atoms 1 to 4: 1.356, 0.545, -1.154, -0.192

ΔE to the lowest compared entry with this formula, charge and spin for every record listed, in sequence, given in kcal per mole: 171.5, 72.7.